The following is a quantum chemistry calculation of a molecular structure, C5H9InMgO4, from the OMol25 dataset.

Element x y z (Å)
H1 -1.16 -0.87 -3.28
O1 -2.17 1.50 -1.65
O2 -0.63 -0.60 -1.26
O3 0.46 1.56 1.02
C1 0.63 0.96 2.25
H2 -0.18 -1.04 1.92
C2 -1.59 -0.68 -2.28
Mg1 -0.58 1.19 -0.48
C3 -2.50 0.54 -2.42
H3 1.58 1.35 2.67
H4 -2.26 -1.54 -2.07
H5 3.25 0.49 1.20
O4 1.66 -0.81 1.00
In1 1.01 -1.46 -0.82
H6 3.64 -1.05 0.45
H7 3.31 -1.00 2.22
C4 0.79 -0.55 2.10
H8 -0.11 1.13 3.05
H9 1.20 -1.00 3.02
C5 3.04 -0.59 1.24

Calculated values
⟨S²⟩	0.753
relative energy (zero: lowest compared OMol25 entry of this formula, charge and spin)	0.0	kJ/mol
frontier orbital gap (spin up / spin down)	7.1 / 5.2	eV
maximum force	6.558	eV/A
HOMO energy (spin up / spin down)	-11.6053 / -11.5810	eV
total charge	+1
multiplicity	2



The following is a quantum chemistry calculation of 2 unconnected molecules or ions with the total composition C13H28FN3O2S, from the OMol25 dataset.

Element x y z (Å)
C1 4.36 -1.27 0.74
H1 1.61 1.02 2.38
H2 4.29 0.06 -0.99
H3 -1.81 -3.62 -0.48
H4 -2.44 1.43 -1.27
H5 -0.67 1.75 3.12
N1 -0.31 0.30 0.09
H6 3.37 -1.66 0.91
H7 0.34 0.41 -1.92
H8 2.06 -0.64 2.38
C2 -2.47 -1.04 0.49
C3 -1.72 0.93 -1.92
H9 1.44 -0.94 0.18
H10 -0.96 -1.45 -0.96
H11 -0.06 1.98 -1.18
C4 -1.00 -1.03 0.04
F1 -3.03 2.61 0.37
O1 3.37 1.01 0.65
C5 1.12 0.03 0.54
H12 -0.78 2.43 -3.15
H13 5.30 0.57 0.33
H14 -0.48 -1.75 0.66
C6 2.14 1.04 -0.02
C7 -0.94 1.28 1.03
H15 -2.58 -1.23 1.55
H16 -3.02 -0.15 0.22
C8 -3.18 -2.19 -0.26
H17 4.97 -1.25 1.63
C9 -1.63 1.77 -3.23
C10 -0.34 0.95 -1.26
H18 -2.07 -0.05 -2.19
H19 -1.88 0.57 2.81
N2 -2.71 -3.55 -0.03
H20 1.72 2.04 0.13
O2 -4.05 -1.96 -0.98
H21 -0.73 -0.33 -4.11
C11 4.33 0.13 0.10
C12 1.27 0.03 2.08
S1 -1.41 0.68 -4.68
H22 -0.38 2.19 0.93
H23 2.33 0.93 -1.09
C13 -0.88 0.88 2.52
H24 -2.53 -3.60 0.98
H25 4.87 -1.91 0.03
H26 -0.36 -1.11 2.62
H27 -2.54 2.35 -3.33
N3 0.04 -0.21 2.83
H28 -1.99 1.56 0.71

Calculated values
frontier orbital gap	8.0	eV
maximum force	3.944	eV/A
HOMO energy	-8.2553	eV
total charge	0



The following is a quantum chemistry calculation of a molecular structure, C23H51BBrN3O8Si2, from the OMol25 dataset.

Element x y z (Å)
H1 -1.73 3.79 -1.95
H2 -1.26 3.59 -3.61
H3 1.26 3.64 -2.52
C1 -0.43 0.07 4.95
O1 -0.27 1.07 -0.86
O2 0.30 1.08 -6.29
H4 -4.22 3.56 -0.92
H5 2.10 2.48 -5.28
H6 1.02 7.08 -4.64
H7 -2.93 2.11 -0.35
H8 -4.02 5.53 -3.55
C2 -2.73 1.08 -2.26
H9 0.49 -0.18 -3.43
H10 1.88 -10.14 1.61
H11 -3.28 1.77 -2.90
H12 4.11 -5.05 3.61
H13 2.71 6.79 -4.27
H14 0.37 4.47 -1.24
C3 3.80 -4.19 3.01
C4 -0.93 3.41 -2.59
C5 0.34 4.21 -2.31
O3 4.23 -7.11 3.36
H15 0.90 -2.36 4.50
N1 2.56 -8.48 2.69
C6 -0.19 0.59 -3.81
O4 2.82 -3.51 3.30
H16 -4.97 -0.02 -1.07
C7 -4.75 0.99 -0.70
O5 0.32 5.41 -3.06
H17 2.05 -1.42 2.71
H18 1.01 -9.82 3.12
C8 -0.87 -1.27 6.90
H19 0.70 0.24 -6.52
H20 -0.54 -2.15 7.49
C9 -5.57 1.96 -1.55
H21 1.95 -1.31 5.47
H22 1.13 -2.69 6.22
H23 0.27 0.12 4.13
B1 0.52 1.42 -4.94
H24 -6.15 6.89 -2.16
C10 1.77 7.16 -3.86
H25 5.83 -5.56 2.36
C11 5.72 -4.78 1.61
H26 1.48 2.57 0.20
H27 -5.94 4.00 -0.90
H28 3.21 -2.98 0.67
H29 -1.01 0.04 -4.28
N2 4.56 -3.96 1.93
H30 2.48 -6.92 1.28
H31 -1.44 -0.04 4.56
O6 -1.83 -0.60 7.22
C12 1.99 -9.81 2.64
H32 -5.09 0.99 0.34
H33 5.59 -5.25 0.63
C13 3.72 -8.22 3.31
H34 1.92 8.20 -3.59
H35 -2.86 0.04 -2.58
H36 1.62 -6.60 2.79
H37 6.62 -4.17 1.60
Br1 2.87 0.82 -1.82
C14 -6.01 6.20 -2.98
C15 1.86 -7.37 2.05
C16 -4.74 5.35 -2.75
Si1 1.27 1.22 -0.32
C17 4.21 -2.85 1.07
H38 -2.76 0.39 -0.20
C18 1.32 6.32 -2.66
H39 2.18 5.78 -2.25
H40 -4.26 5.64 -1.81
H41 -6.87 5.54 -3.05
O7 1.34 2.48 -4.68
H42 -5.94 6.77 -3.91
H43 -6.64 1.87 -1.32
H44 0.94 6.97 -1.87
N3 -0.10 -1.05 5.81
O8 -5.03 3.96 -2.76
H45 -5.47 1.69 -2.61
H46 4.92 -2.77 0.25
H47 4.23 -1.92 1.65
H48 0.94 -7.74 1.60
C19 -5.18 3.43 -1.44
H49 2.64 -10.51 3.16
C20 1.53 0.03 1.03
Si2 -0.90 1.55 -2.35
C21 -3.23 1.17 -0.80
H50 4.19 -9.10 3.77
H51 -0.39 1.00 5.52
C22 1.03 -1.90 5.48
C23 1.77 -0.73 1.93

Calculated values
frontier orbital gap	9.1	eV
maximum force	1.512	eV/A
HOMO energy	-8.8776	eV
total charge	0